No. 1
Density functional theory data (wB97M-V/def2-TZVPD) for a structure of composition C5H7N.

Values from the calculation:
LUMO (alpha / beta): 0.5374 / 0.5382 eV
Molecular weight: 81.1 g/mol
HOMO energy (alpha / beta): -7.55 / -7.55 eV
Frontier orbital gap (alpha / beta): 8.09 / 8.09 eV

Geometry as ORCA input:
```
! RIJCOSX wB97M-V def2-TZVPD def2/J DEFGRID3
* xyz 0 1
H -2.34 0.58 0.15
C 0.58 -0.72 0.39
H 1.15 -0.04 -1.69
H 1.86 0.92 -0.36
C -1.28 0.36 0.10
C -0.32 1.10 -0.58
H -0.16 -2.43 -0.49
H -0.54 2.01 -1.14
H 1.44 -1.19 0.89
N -0.52 -1.60 0.02
C 0.98 0.34 -0.67
H -0.48 0.38 2.22
C -0.37 0.14 1.16
*
```

=====

No. 2
Density functional theory data (wB97M-V/def2-TZVPD) for a structure of composition C19H20ClN4Re.

Values from the calculation:
LUMO (alpha / beta): -11.9677 / -11.7580 eV
Molecular weight: 526.1 g/mol
HOMO energy (alpha / beta): -19.08 / -18.96 eV
Frontier orbital gap (alpha / beta): 7.11 / 7.21 eV

Geometry as ORCA input:
```
! RIJCOSX wB97M-V def2-TZVPD def2/J DEFGRID3
* xyz 3 2
H -5.11 -1.11 1.42
C -2.37 1.24 0.19
C 4.41 -0.53 0.90
N 2.10 0.07 0.79
H -1.45 2.80 -1.00
H -0.02 -1.03 -3.87
H 1.12 2.82 0.71
C 0.00 -1.52 -2.90
Re 0.07 -0.13 1.10
C -0.01 -2.90 -2.80
C 1.28 2.16 -0.15
C 0.03 -2.71 -0.43
N 0.02 1.37 -0.36
H -1.31 -0.49 3.55
H 0.05 -3.13 0.57
H 5.77 0.86 -0.01
H 1.49 2.80 -1.01
C 4.74 0.64 0.21
H 2.77 -1.69 1.66
H 5.17 -1.22 1.23
N 0.04 -1.36 -0.54
H -2.72 -1.57 1.86
C 0.01 -3.51 -1.54
H 3.98 2.43 -0.72
C 0.02 -0.77 -1.74
C -0.32 -0.38 3.11
C 0.01 0.74 -1.75
H -3.90 2.44 -0.68
C 3.08 -0.79 1.16
C -3.67 1.55 -0.11
C -3.03 -0.69 1.31
H -0.87 1.10 -2.28
H -1.04 2.84 0.71
H 0.88 1.11 -2.29
Cl 0.17 1.37 3.01
C 2.43 1.22 0.12
H 0.47 -0.93 3.62
H -0.02 -3.51 -3.70
N -2.03 0.13 0.89
H 0.00 -4.59 -1.44
C 3.73 1.51 -0.19
H -5.72 0.93 0.10
C -4.35 -0.43 1.06
C -4.68 0.70 0.33
C -1.23 2.17 -0.13
*
```

=====

No. 3
Density functional theory data (wB97M-V/def2-TZVPD) for a structure of composition C18H41MgN4O6P.

Values from the calculation:
LUMO: -0.9128 eV
Molecular weight: 464.8 g/mol
HOMO energy: -5.51 eV
Frontier orbital gap: 4.60 eV

Geometry as ORCA input:
```
! RIJCOSX wB97M-V def2-TZVPD def2/J DEFGRID3
* xyz 0 1
H 4.14 1.30 -0.45
C 1.72 3.08 0.13
O 2.48 0.17 2.19
H -3.45 2.56 -0.39
C 0.53 -5.20 -0.11
H -4.34 -1.88 1.76
H -0.61 4.10 -2.28
N -1.29 -2.29 0.40
H -3.97 -1.41 0.07
H -0.41 4.72 -0.60
H -3.37 3.51 1.10
N -0.41 -1.17 2.44
H 2.42 -3.23 2.70
C 3.69 -1.20 -2.30
C -2.67 -0.52 3.37
H -1.01 -0.20 -3.71
H 2.57 3.61 -0.32
H -2.34 3.96 -0.28
H -3.87 -3.12 0.57
H 1.17 2.39 -1.82
O 1.34 -2.60 -2.20
H -2.20 1.27 1.20
H 1.58 0.03 2.68
O 1.46 -3.30 2.53
O -1.66 -2.62 -0.78
H 1.05 -2.87 3.31
H -3.71 -0.76 3.15
C -2.04 2.09 -2.83
H -1.76 2.97 2.84
H -0.23 2.17 2.47
H -0.32 -4.72 0.40
C 2.86 -1.31 -1.07
C 4.37 0.39 0.13
H 1.46 -4.72 0.23
H 0.37 0.68 -3.05
O 0.44 -5.05 -1.54
H 0.83 -3.43 -1.99
H -1.25 2.51 -3.46
N 1.78 -2.10 -0.96
H 2.08 2.15 0.57
C -2.28 -1.90 1.26
H -2.54 2.90 -2.29
H -2.49 -0.81 4.41
H 0.08 -5.86 -1.91
H 0.94 4.80 -1.75
H 4.61 -1.79 -2.17
H 4.64 0.68 1.15
H -2.56 0.57 3.27
H 3.16 -1.57 -3.19
C 3.19 -0.54 0.11
H 0.54 -6.27 0.15
H 1.34 3.72 0.93
C 0.67 2.85 -0.96
O 0.15 -0.32 3.26
H -2.78 1.64 -3.51
H -2.28 0.36 -1.56
C -2.77 3.11 0.27
C -3.70 -2.08 0.90
H -0.58 3.81 1.82
P -0.53 1.52 -0.42
C -1.01 2.82 2.05
H 3.99 -0.16 -2.46
C -1.77 -1.22 2.40
C -1.71 2.19 0.85
N 2.33 -0.71 1.12
H 5.23 -0.10 -0.34
C -0.52 0.11 -2.78
Mg 0.77 -2.10 0.88
C 0.08 4.18 -1.42
C -1.46 0.98 -1.95
H -0.20 -0.78 -2.23
*
```

=====

No. 4
Density functional theory data (wB97M-V/def2-TZVPD) for a structure of composition C8H4AlBrCl2LuNO3.

Values from the calculation:
LUMO: -17.2898 eV
Molecular weight: 514.9 g/mol
HOMO energy: -20.76 eV
Frontier orbital gap: 3.47 eV

Geometry as ORCA input:
```
! RIJCOSX wB97M-V def2-TZVPD def2/J DEFGRID3
* xyz 4 1
Br -0.17 -3.63 3.15
C 0.59 1.39 -4.73
H 0.84 -1.86 0.89
O 1.49 -1.74 -5.43
O 1.52 1.97 -5.12
Lu -0.92 0.03 -3.75
Cl -0.80 1.96 -1.53
H -2.19 0.95 3.59
O 2.81 2.97 0.67
H -1.05 1.83 1.54
H -1.81 -1.46 4.26
N -0.12 0.01 1.12
C 0.57 -1.14 -5.05
C 0.19 -1.27 1.53
Cl 0.45 -1.16 -1.96
Al 0.64 0.71 -0.41
C -1.52 0.31 3.02
C -0.43 -1.79 2.66
C 2.14 2.12 0.25
C -0.92 0.81 1.89
C -1.31 -1.02 3.41
*
```

=====

No. 5
Density functional theory data (wB97M-V/def2-TZVPD) for a structure of composition C16H20AuClN2O3P.

Values from the calculation:
LUMO (alpha / beta): -5.8739 / -5.8733 eV
Molecular weight: 551.7 g/mol
HOMO energy (alpha / beta): -11.11 / -11.11 eV
Frontier orbital gap (alpha / beta): 5.24 / 5.24 eV

Geometry as ORCA input:
```
! RIJCOSX wB97M-V def2-TZVPD def2/J DEFGRID3
* xyz 1 1
N 1.86 -1.83 0.64
C -3.45 -0.56 -0.36
H -2.70 -2.00 -1.79
H -4.98 2.79 0.81
H 4.32 -1.55 -4.45
H -0.01 4.14 2.61
H 3.81 -3.30 0.14
C -4.15 1.72 -0.84
N 1.83 -1.66 -0.64
H 0.87 1.69 3.76
H 5.78 -3.93 -1.21
H -2.98 -2.63 -0.09
C -4.43 0.80 1.40
H 2.10 2.70 1.42
C 5.18 -2.77 -2.91
Au -1.00 -0.99 -0.02
P -0.18 1.96 1.61
C 0.12 1.15 3.18
H -3.79 -1.22 1.67
H -0.82 1.12 3.74
C 5.03 -3.26 -1.62
C -3.89 -0.38 0.98
H -0.90 4.17 1.07
C 4.22 -1.93 -3.45
O 0.76 -1.54 1.20
C -0.75 3.62 1.99
H 0.46 0.13 2.99
C 2.99 -2.06 -1.41
O 0.82 -1.14 -1.28
C 3.93 -2.92 -0.86
H 2.35 -0.91 -3.09
H -4.77 0.92 2.42
H 1.82 1.16 0.58
C -3.60 0.54 -1.27
C 3.11 -1.56 -2.69
H -4.26 2.54 -1.54
Cl -3.11 0.39 -2.90
O -1.19 1.22 0.76
H 6.04 -3.06 -3.51
C 1.40 2.14 0.79
C -4.56 1.85 0.49
C -2.83 -1.77 -0.73
H -1.69 3.56 2.54
H 1.24 2.67 -0.15
*
```

=====

No. 6
Density functional theory data (wB97M-V/def2-TZVPD) for a structure of composition C9H13IrNO2.

Values from the calculation:
LUMO (alpha / beta): 3.2939 / 2.8737 eV
Molecular weight: 359.4 g/mol
HOMO energy (alpha / beta): -0.83 / -3.52 eV
Frontier orbital gap (alpha / beta): 4.12 / 6.39 eV

Geometry as ORCA input:
```
! RIJCOSX wB97M-V def2-TZVPD def2/J DEFGRID3
* xyz -1 5
N -1.05 -2.59 -0.04
H 0.55 3.66 -0.62
H -0.95 -4.56 0.58
Ir 0.43 0.89 -0.54
C -1.27 -3.85 -0.19
H -1.78 -2.04 0.44
O 1.02 0.24 1.29
H -1.61 0.16 -2.33
C 0.28 2.79 -1.18
H 2.25 2.26 -2.22
C 0.41 0.97 2.24
C -0.86 0.91 -2.07
H -1.90 2.36 -0.66
C 0.52 0.87 -2.54
C 1.22 2.02 -2.00
H 0.23 0.98 4.38
C 0.04 -1.87 -0.51
H -1.64 -4.24 -1.14
H 0.94 -1.97 0.11
C -1.02 2.10 -1.24
H 0.75 -0.58 3.66
H 1.90 0.78 3.75
H 0.95 0.16 -3.24
H 0.15 -1.87 -1.60
O -0.40 1.89 2.04
C 0.84 0.51 3.61
*
```

=====

No. 7
Density functional theory data (wB97M-V/def2-TZVPD) for a cluster of 2 separate species, C3H5N2 in total.

Values from the calculation:
LUMO: -4.8340 eV
Molecular weight: 69.1 g/mol
HOMO energy: -15.83 eV
Frontier orbital gap: 11.00 eV

Geometry as ORCA input:
```
! RIJCOSX wB97M-V def2-TZVPD def2/J DEFGRID3
* xyz 1 1
H -1.86 0.81 -0.10
N 0.82 -0.93 0.03
H 0.51 2.50 0.08
H 0.52 -1.90 0.08
C -1.18 -0.03 -0.04
C 0.10 0.15 0.75
N 0.81 1.11 -0.05
H -1.69 -0.99 -0.01
C 0.12 0.09 -0.80
H 1.85 -0.82 0.06
*
```

=====

No. 8
Density functional theory data (wB97M-V/def2-TZVPD) for a cluster of 2 separate species, C3H5FO2 in total.

Values from the calculation:
LUMO: 0.1534 eV
SMILES: C=C(O)F.C=O
Molecular weight: 92.1 g/mol
HOMO energy: -9.03 eV
Frontier orbital gap: 9.18 eV

Geometry as ORCA input:
```
! RIJCOSX wB97M-V def2-TZVPD def2/J DEFGRID3
* xyz 0 1
H 2.27 2.63 0.56
C 1.26 2.61 0.05
F -1.03 0.00 0.53
H 0.75 -0.17 -0.91
H -1.11 -3.31 -0.14
C -0.65 -1.22 -0.07
C -1.30 -2.28 0.31
O 1.03 1.88 -0.90
O 0.26 -1.03 -0.97
H -2.01 -2.43 1.17
H 0.53 3.32 0.39
*
```

=====

No. 9
Density functional theory data (wB97M-V/def2-TZVPD) for a cluster of 12 separate species, C40H88FN11O16S2 in total.

Values from the calculation:
LUMO: 0.2974 eV
SMILES: CCSC[C@]1(S(C)(=O)=O)OC(=O)O[C@@H]1F.CNC(C)=O.CNC(C)=O.CNC(C)=O.CNC(C)=O.CNC(C)=O.CNC(C)=O.CNC(C)=O.CNC(C)=O.CNC(C)=O.CNC(C)=O.CNC(C)=O
Molecular weight: 1062.3 g/mol
HOMO energy: -8.52 eV
Frontier orbital gap: 8.81 eV

Geometry as ORCA input:
```
! RIJCOSX wB97M-V def2-TZVPD def2/J DEFGRID3
* xyz 0 1
H -3.42 5.66 -1.23
H 10.99 -7.51 -0.60
H 6.06 -14.02 -5.29
H -4.75 9.51 -6.60
C 6.90 -6.60 3.13
H -3.79 1.55 1.01
H -8.70 12.58 3.60
H 3.71 -7.39 1.74
H -7.72 10.10 1.37
O 4.52 -7.72 -2.93
H -3.35 5.67 5.49
H 0.97 0.09 -3.67
C -10.24 13.61 2.87
H 3.06 -6.08 0.71
H -8.58 15.58 3.68
H -6.83 5.80 2.27
H -6.24 9.20 1.76
H 3.03 -7.54 4.53
H 3.80 -3.62 0.68
H 13.03 -8.26 0.59
H 11.90 -9.61 0.35
H -2.73 -0.68 0.84
H -11.77 14.91 2.16
N -4.46 9.02 -4.57
H -10.77 9.41 3.17
H -4.59 5.71 0.11
C 3.35 -6.34 1.75
C 12.54 -8.89 -0.16
O 8.56 -12.19 -5.38
C -6.92 9.98 2.10
C 4.43 -5.30 2.18
H -6.82 6.32 3.96
C -5.75 8.83 -4.19
C 11.82 -7.91 -2.37
H 1.91 -6.10 6.49
F 2.97 -3.40 2.55
H -3.68 -4.37 -2.47
O 6.97 -4.97 1.06
H -3.69 -3.87 -0.77
H -3.15 4.70 0.23
H 12.74 -9.75 -2.95
C -4.98 6.65 2.91
N 7.27 -12.23 -3.56
H 5.14 -8.36 -5.29
H -6.11 3.39 -2.31
H -0.05 1.61 1.91
N -5.65 4.20 -1.94
H 3.80 -0.80 0.03
C 6.34 -13.04 -5.69
H 7.81 -7.16 2.88
H -5.13 5.74 5.44
C 5.08 -3.70 3.66
H 13.88 -8.40 -2.72
O 4.65 -5.03 3.56
H 6.32 -6.79 -1.66
H -5.98 5.57 -3.46
H 8.65 -7.33 -2.28
C -2.74 1.45 0.75
N 11.73 -8.06 -1.02
H -9.77 10.62 2.35
H -1.07 -3.02 1.26
O -1.61 -3.01 -2.90
H -7.96 14.51 4.95
C -4.65 3.92 -1.06
N 6.62 -7.03 -2.60
O -1.01 -1.30 2.37
O 5.34 -3.12 4.62
H -1.23 1.66 3.25
H -2.62 1.50 -0.33
H -0.18 -2.80 -1.02
H 13.30 -9.43 -0.72
N -7.43 9.62 3.41
H -5.97 4.83 3.47
O -8.99 9.11 4.94
C -3.95 9.39 -5.88
C 3.04 -0.42 -0.65
N 1.31 -1.29 -2.16
O 5.97 -7.07 0.69
C -1.85 -3.52 -1.81
H -6.38 10.92 2.19
H -3.27 8.61 -6.22
H 6.35 -7.07 -5.34
O -10.85 12.60 2.57
O 11.05 -7.16 -2.96
O 2.58 -2.74 -1.01
H 6.29 -13.19 -1.99
H -6.67 8.31 -6.06
H 6.66 -13.16 -6.72
C -4.22 6.31 5.29
C 12.89 -8.68 -3.09
H 2.35 0.20 -0.08
H -5.54 6.32 -1.92
H -2.18 2.26 1.21
C 7.48 -12.46 -4.88
C 4.03 -3.84 1.76
C -6.23 5.85 3.18
N -0.98 -3.35 -0.78
N -4.11 6.82 3.94
H 8.23 -7.06 -3.98
H 7.16 -5.78 3.84
H -2.82 -5.35 -1.27
C -0.54 1.03 2.69
O -4.39 2.75 -0.78
S 6.08 -5.96 1.63
H -7.19 14.52 3.35
H 2.83 -5.04 5.32
H 6.16 -7.25 3.65
C -8.14 14.61 3.88
C -10.79 14.99 2.62
N -9.01 13.52 3.46
H -3.30 7.36 3.69
H 12.85 -8.46 -4.15
H 1.06 -5.21 5.17
H 1.41 0.82 -2.12
C -1.08 -3.87 0.57
C 8.01 -6.77 -2.96
H -0.21 0.11 -2.34
H -7.80 8.83 -4.81
H 1.24 -7.62 4.66
H -10.13 15.55 1.95
H 6.80 -8.71 -4.77
S 1.80 -6.30 2.74
C 5.65 -7.56 -3.37
H -7.15 5.62 -2.13
H -9.63 8.89 1.92
C -6.82 9.02 -5.25
H -3.40 10.33 -5.80
H 5.48 -12.37 -5.66
H -4.20 7.15 5.98
C 2.10 -6.95 4.43
C 0.85 0.02 -2.59
H -10.90 15.53 3.57
C -3.09 -4.33 -1.56
C -1.28 -0.14 2.08
O -6.02 8.53 -3.04
N -2.27 0.14 1.21
C -8.73 9.42 3.78
H -6.80 10.04 -5.63
C -3.91 5.08 -0.45
H -6.77 9.48 4.16
O 5.12 -3.14 2.37
C -9.79 9.60 2.73
H 0.86 -2.11 -2.54
H -0.20 -4.49 0.76
H 5.71 -11.55 -2.36
C 2.31 -1.58 -1.27
C 6.01 -7.95 -4.78
H 3.53 0.18 -1.42
C 1.99 -5.76 5.43
H -3.80 8.89 -3.82
C -6.10 5.51 -2.38
O -4.75 7.15 1.82
C 6.06 -12.49 -2.80
H 0.22 0.65 3.37
H 8.06 -11.85 -3.08
H 5.27 -12.90 -3.41
H 8.20 -5.71 -2.84
H -1.98 -4.45 0.74
*
```